(i)
Density functional theory data (the ωB97M-V functional and the def2-TZVPD basis) for one molecule with the formula C2H2FN3O.

Structure (XYZ):
```
9
Properties=species:S:1:pos:R:3
O 0.8542 -1.4453 0.5897
C 0.2420 -0.2532 0.3642
N -1.1199 -0.1242 0.8400
N -1.6595 0.7357 0.1295
N -0.8881 1.2303 -0.9120
C 0.2024 0.6081 -0.8785
F 1.2663 0.8437 -1.5425
H 0.1027 -2.0747 0.5063
H 1.0000 0.4795 0.9034
```

Calculated values
LUMO energy = -0.670 eV
gap between HOMO and LUMO = 9.9 eV
HOMO level = -10.570 eV
SMILES = O[C@@H]1N=NN=C1F


(ii)
Density functional theory data (the ωB97M-V functional and the def2-TZVPD basis) for one molecule with the formula C2H2FN3O.

Structure (XYZ):
```
9
Properties=species:S:1:pos:R:3
F 2.2883 -0.4270 -0.4278
C 1.5712 0.4734 0.3262
C 0.1142 0.2520 0.1723
N -0.7860 1.1513 -0.1084
N -1.9358 0.4221 -0.2229
N -1.7543 -0.8006 -0.0157
O -0.3839 -0.9727 0.2429
H 1.8957 0.4013 1.3784
H 1.8018 1.4617 -0.0337
```

Calculated values
LUMO energy = 0.247 eV
gap between HOMO and LUMO = 12.2 eV
HOMO level = -11.949 eV
SMILES = FCc1nnno1


(iii)
Density functional theory data (the ωB97M-V functional and the def2-TZVPD basis) for C2H2FN3O as an isolated structure.

Structure (XYZ):
```
9
Properties=species:S:1:pos:R:3
C 0.8726 0.5763 -0.9608
C 0.4222 0.3732 1.0276
N -0.0936 -0.0575 -1.4391
N -0.6346 -0.3618 0.8026
N -1.0664 -0.3707 -0.5755
O 1.1531 0.8031 1.8850
F 1.9015 1.1039 -1.5177
H -1.0473 -0.8701 1.5564
H -1.5076 -1.1965 -0.7787
```

Calculated values
LUMO energy = 0.645 eV
gap between HOMO and LUMO = 9.8 eV
HOMO level = -9.126 eV


(iv)
Density functional theory data (the ωB97M-V functional and the def2-TZVPD basis) for one molecule with the formula C2H2FN3O.

Structure (XYZ):
```
9
Properties=species:S:1:pos:R:3
N 1.5469 0.3406 0.1795
C 0.2032 -0.0574 -0.0491
O 0.0282 -1.4072 -0.1451
N -1.4931 -1.5990 -0.0592
N -1.9226 -0.4669 0.2202
C -1.0216 0.5087 0.2986
F -1.4431 1.7562 -0.1938
H 1.8667 1.1937 0.0059
H 2.2352 -0.2687 -0.2571
```

Calculated values
LUMO energy = 0.258 eV
gap between HOMO and LUMO = 9.7 eV
HOMO level = -9.480 eV
SMILES = Nc1onnc1F


Stability, lowest: (iii)